ORCA calculation (ωB97M-V with the def2-TZVPD basis set) on a single C4H4N4 molecule at a distorted geometry.

Atoms and positions in Å:
C 2.631 0.270 0.293
N 2.239 -0.590 -0.631
N 1.009 -1.268 -0.196
C -0.119 -0.719 -0.156
N -0.360 0.701 -0.248
C -1.691 0.721 -0.370
C -2.289 -0.463 0.000
N -1.325 -1.371 0.060
H 1.739 0.675 1.173
H 3.458 0.853 0.178
H -1.937 1.912 -0.392
H -3.355 -0.722 0.288

Output
LUMO in eV: -1.69
SMILES: C=NN=C1N=CC=N1
Frontier orbital gap in eV: 8.5
Spin multiplicity: 1
Highest occupied orbital energy in hartree: -0.3728

ORCA calculation (ωB97M-V with the def2-TZVPD basis set) on 10 unconnected molecules or ions with the total composition C5H31NO10 at a distorted geometry.

Atoms and positions in Å:
C -1.692 0.010 -2.130
C -2.340 -0.226 -0.784
C -3.619 0.591 -0.759
C -1.438 0.294 0.506
N -1.529 -0.679 1.683
C -0.840 -1.904 1.365
O 0.495 -2.023 2.082
H -1.970 1.084 -2.414
H -2.126 -0.514 -3.022
H -0.623 -0.011 -2.170
H -2.370 -1.304 -0.738
H -3.641 1.315 0.009
H -4.415 -0.096 -0.617
H -3.905 0.926 -1.753
H -0.436 0.464 0.222
H -1.692 1.386 0.769
H -1.154 -0.286 2.604
H -0.660 -2.174 0.222
H -1.324 -2.656 2.039
H 0.492 -1.476 2.893
O 2.113 -2.300 -2.827
H 2.130 -1.283 -2.506
H 2.698 -2.735 -2.012
O 0.705 2.444 1.752
H -0.159 2.137 1.677
H 1.282 1.750 2.121
O 1.448 3.005 -1.549
H 0.968 2.767 -2.510
H 0.732 2.737 -1.014
O 3.129 0.668 1.707
H 3.739 1.392 1.517
H 3.142 -0.075 0.967
O -1.540 -3.718 -0.867
H -1.540 -4.231 -0.140
H -0.637 -3.399 -1.151
O 0.738 0.208 3.401
H 1.510 0.647 2.862
H 1.342 0.179 4.167
O -1.215 3.044 -1.159
H -0.426 3.280 -0.551
H -2.063 3.356 -0.737
O 2.366 -2.282 0.027
H 2.227 -2.404 0.977
H 1.599 -1.703 -0.276
O 3.323 0.861 -1.134
H 4.243 1.255 -1.146
H 2.935 1.679 -1.604

Output
LUMO in eV: 0.04
SMILES: CC(C)CNCO.O.O.O.O.O.O.O.O.O
Frontier orbital gap in eV: 9.0
Spin multiplicity: 1
Highest occupied orbital energy in hartree: -0.3293

ORCA calculation (ωB97M-V with the def2-TZVPD basis set) on a molecular structure, C21H46BrMnNO3SbSi4 at a distorted geometry.

Atoms and positions in Å:
Mn 0.462 -0.926 -0.201
O -1.883 -4.080 -0.069
N -1.250 -3.043 -0.088
O -0.219 -2.911 -0.793
O -1.606 -2.032 0.569
Br 4.053 0.011 -6.011
C 3.047 -0.090 -4.374
C 1.797 -0.669 -4.380
C 1.095 -0.751 -3.183
C 1.578 -0.260 -1.960
C 2.860 0.313 -2.033
C 3.595 0.404 -3.207
H 1.365 -1.052 -5.295
H 0.128 -1.247 -3.246
H 3.306 0.700 -1.124
H 4.582 0.846 -3.212
C -4.667 1.448 -0.930
C -4.423 0.028 -1.413
Sb -2.317 -0.341 -1.879
C -2.211 1.144 -3.506
C -3.178 1.041 -4.672
C -2.658 -2.253 -2.916
C -3.814 -2.347 -3.896
H -5.712 1.591 -0.644
H -4.436 2.169 -1.715
H -4.047 1.679 -0.064
H -5.020 -0.177 -2.301
H -4.702 -0.688 -0.640
H -1.179 1.145 -3.861
H -2.359 2.093 -2.985
H -2.933 0.198 -5.316
H -3.134 1.944 -5.286
H -4.206 0.921 -4.329
H -2.816 -2.984 -2.125
H -1.723 -2.509 -3.414
H -4.762 -2.133 -3.405
H -3.873 -3.362 -4.297
H -3.692 -1.663 -4.731
C 0.583 0.265 5.076
Si -0.586 0.489 3.567
C -1.710 -1.058 3.658
C -1.717 1.976 4.016
Si 0.387 0.813 1.355
Si 1.880 2.629 1.866
C 3.127 3.009 0.460
C 3.006 2.624 3.426
C 0.887 4.260 2.050
Si 2.226 -1.887 1.119
C 3.361 -1.072 2.464
C 3.492 -2.738 -0.080
C 1.446 -3.346 2.148
H 0.028 0.218 6.013
H 1.302 1.076 5.158
H 1.143 -0.664 4.981
H -2.611 -0.894 4.250
H -1.181 -1.904 4.097
H -2.024 -1.359 2.663
H -2.306 1.775 4.910
H -2.411 2.195 3.207
H -1.133 2.875 4.202
H 3.907 2.251 0.418
H 3.612 3.974 0.605
H 2.637 3.022 -0.512
H 3.604 1.717 3.476
H 2.420 2.688 4.340
H 3.692 3.470 3.412
H 0.216 4.407 1.206
H 1.553 5.121 2.098
H 0.283 4.259 2.954
H 3.959 -0.263 2.049
H 4.038 -1.809 2.894
H 2.760 -0.657 3.270
H 4.249 -2.028 -0.406
H 2.992 -3.119 -0.970
H 3.989 -3.574 0.412
H 1.994 -3.502 3.077
H 1.443 -4.282 1.591
H 0.415 -3.113 2.413

Output
LUMO (spin up / spin down) in eV: 2.21 / 1.59
Frontier orbital gap (spin up / spin down) in eV: 6.4 / 7.0
Total charge: -1
<S²>: 8.899
Spin multiplicity: 6
Highest occupied orbital energy (spin up / spin down) in hartree: -0.1553 / -0.1971

ORCA calculation (ωB97M-V with the def2-TZVPD basis set) on a single C2H5BO molecule at a distorted geometry.

Atoms and positions in Å:
B -0.894 -0.210 -0.441
C 0.448 0.495 -0.061
C 1.697 -0.321 0.123
O 2.758 -0.068 -0.384
H -1.485 0.344 -1.332
H -0.965 -1.292 -0.185
H 0.627 1.477 -0.615
H 0.328 0.751 1.146
H 1.826 -1.182 0.847

Output
LUMO in eV: -0.13
SMILES: BCC=O
Frontier orbital gap in eV: 9.7
Spin multiplicity: 1
Highest occupied orbital energy in hartree: -0.3602

Calculated relative energy (zero: lowest compared OMol25 entry of this formula, charge and spin) (kcal per mole), listed in the same order as above: 109.99, 135.70, 64.98, 73.57